Computed, not measured: a 11-piece molecular cluster, C47H98BN2O18P overall in a non-equilibrium geometry, with wB97M-V/def2-TZVPD.

Geometry as ORCA input:
```
! RIJCOSX wB97M-V def2-TZVPD def2/J DEFGRID3
* xyz 0 1
C -1.21445 2.50376 -3.20169
C -0.52692 1.51979 -2.19164
C -1.59426 0.51906 -1.71021
N -1.09730 -0.62549 -0.90241
C 0.09070 -0.33123 -0.18925
C 1.35321 -0.73219 -0.64103
B 1.63588 -1.56011 -1.95374
N 2.76383 -2.44712 -1.98155
O 0.82392 -1.45312 -3.09516
C 2.47609 -0.35463 0.11043
C 2.35286 0.39052 1.26443
C 1.10283 0.78951 1.70326
C -0.04099 0.44191 0.99809
C -1.37514 0.94807 1.50733
O -2.38110 0.26508 1.53724
C -1.32080 2.38386 2.01711
C -0.17905 2.71597 2.74074
C -0.00821 3.97223 3.26411
C -0.99367 4.93023 3.02084
P -0.85238 6.64563 3.68420
C -0.22279 6.47630 5.42975
C 0.28885 7.68224 2.64808
C -2.12150 4.60767 2.26253
O -3.00963 5.62751 2.03449
C -4.13887 5.63823 2.93479
C -5.44279 6.04069 2.19512
O -5.23151 6.91712 1.11357
C -5.08736 6.24237 -0.12389
C -6.38589 5.57271 -0.66053
C -2.32409 3.30712 1.75376
C -3.56121 2.92644 0.95369
O -4.76669 3.12219 1.66954
C -5.52465 1.93648 1.82590
O -6.86557 2.29793 1.97424
C -7.39275 2.08336 3.27267
C -7.54740 3.37005 4.08423
O -8.27642 2.97397 5.26204
C 0.88243 1.64431 2.93359
O 1.50752 1.52264 3.96702
H -2.27027 2.59219 -2.91559
H -1.06914 2.20535 -4.24350
H -0.75538 3.49177 -3.06751
H 0.26650 0.97660 -2.71267
H -0.13297 2.15426 -1.38811
H -2.35777 1.03891 -1.11278
H -2.03938 0.08539 -2.61633
H -1.00405 -1.46426 -1.45440
H 2.68830 -3.18313 -2.68073
H 2.88129 -2.83434 -1.04662
H 0.67395 -2.31844 -3.48878
H 3.45257 -0.64710 -0.26890
H 3.25918 0.68162 1.79066
H 0.87061 4.25724 3.83796
H 0.69336 7.04339 5.62461
H -0.01805 5.40920 5.61139
H -1.03649 6.73203 6.11424
H -0.28774 8.54317 2.28931
H 0.71472 7.17038 1.78038
H 1.05451 8.09731 3.31776
H -4.21680 4.64775 3.39742
H -3.92086 6.35413 3.74324
H -6.02547 6.61237 2.93807
H -6.04275 5.15564 1.95397
H -4.27279 5.50532 -0.09839
H -4.75906 6.99414 -0.85471
H -7.21048 5.57222 0.05734
H -6.65874 6.05841 -1.60391
H -6.12339 4.53882 -0.93171
H -3.47324 1.91284 0.55173
H -3.60731 3.58480 0.06748
H -5.11373 1.36720 2.67616
H -5.46152 1.28301 0.93782
H -6.85984 1.33345 3.87175
H -8.41285 1.69189 3.13700
H -8.15120 4.13025 3.57107
H -6.58689 3.78887 4.42129
H -8.60532 3.76268 5.70279
C 3.97681 -4.05076 3.25563
C 3.42412 -4.02356 1.84265
O 4.08538 -3.03229 1.05999
H 3.85461 -3.07504 3.72854
H 3.46683 -4.80284 3.86174
H 5.04763 -4.27409 3.25045
H 2.36832 -3.78088 1.85475
H 3.55131 -5.00222 1.35804
H 5.02648 -3.25913 1.04234
C 5.77663 -5.72322 -4.06952
C 5.01631 -5.03413 -2.95619
O 3.64101 -4.86576 -3.30712
H 5.71125 -5.14549 -4.99293
H 6.82781 -5.84652 -3.80661
H 5.34970 -6.70656 -4.27447
H 5.42924 -4.04265 -2.76632
H 5.07469 -5.61855 -2.03282
H 3.27346 -5.74169 -3.46432
C -10.39174 4.20892 -2.18814
C -10.04312 5.64496 -2.53024
O -8.82114 5.71052 -3.26019
H -9.59419 3.75314 -1.59830
H -11.32329 4.15715 -1.62122
H -10.50186 3.61088 -3.09686
H -9.91307 6.23358 -1.62266
H -10.83763 6.10288 -3.12865
H -8.93543 5.20078 -4.06817
C 7.63663 -8.68889 -0.96453
C 6.12994 -8.57976 -0.84194
O 5.54010 -8.15940 -2.07367
H 8.06700 -7.73018 -1.25999
H 8.08115 -8.99903 -0.01420
H 7.90903 -9.41407 -1.73680
H 5.85961 -7.84100 -0.08570
H 5.69776 -9.54390 -0.55327
H 5.76735 -8.81383 -2.74158
C 3.24734 7.26451 -1.20324
C 4.15982 7.33762 0.00717
O 3.46665 6.95046 1.19065
H 2.37939 7.91087 -1.06528
H 3.77288 7.56988 -2.10967
H 2.87241 6.24744 -1.34321
H 4.51529 8.35630 0.15662
H 5.02873 6.68437 -0.12490
H 3.16047 6.04648 1.06565
C 8.09199 -5.89989 0.28782
C 7.24497 -4.95206 1.11360
O 6.79935 -3.85078 0.31894
H 8.95580 -5.37670 -0.12471
H 8.44370 -6.74028 0.88891
H 7.51904 -6.29152 -0.55610
H 7.82179 -4.54435 1.94289
H 6.37079 -5.47157 1.52341
H 6.28052 -4.21006 -0.41085
C -10.79906 0.26323 -3.95193
C -12.14545 0.95513 -3.84356
O -12.24401 2.00827 -4.80026
H -9.99005 0.97758 -3.79264
H -10.70957 -0.53882 -3.21731
H -10.66216 -0.16061 -4.94996
H -12.27060 1.39492 -2.85487
H -12.96183 0.24498 -4.01090
H -12.14298 1.61889 -5.67414
C 7.07005 -8.27150 3.74476
C 7.26179 -9.48106 2.84905
O 8.37855 -9.30015 1.97770
H 6.91634 -7.37306 3.14469
H 6.21122 -8.40451 4.40423
H 7.95798 -8.10055 4.35848
H 6.38282 -9.63608 2.22356
H 7.42296 -10.38284 3.44750
H 9.16014 -9.17424 2.52559
C -1.22002 -3.29267 3.28243
C 0.01602 -2.42441 3.42555
O 0.80920 -2.46990 2.24399
H -0.93733 -4.32702 3.07802
H -1.82548 -3.26607 4.19031
H -1.83290 -2.95325 2.44361
H 0.63760 -2.77494 4.24976
H -0.26512 -1.38371 3.62323
H 0.27102 -2.13100 1.52556
C 6.76741 -2.20440 -6.89736
C 7.68598 -3.11974 -7.68581
O 7.44043 -4.48652 -7.36395
H 6.90855 -2.35406 -5.82600
H 6.95980 -1.15672 -7.13437
H 5.71991 -2.42509 -7.11769
H 8.72836 -2.91159 -7.44832
H 7.54177 -2.97720 -8.76196
H 6.52284 -4.67573 -7.58287
*
```

Computed properties:
HOMO level ... -7.31 eV
Energy above the lowest of the compared OMol25 structures with the same formula, charge and spin ... 0.0 kcal/mol
Total energy ... -100126.08180 eV
SMILES ... CCCNc1c(B(N)O)ccc2c1C(=O)c1c(cc(P(C)C)c(OCCOCC)c1COCOCCO)C2=O.CCO.CCO.CCO.CCO.CCO.CCO.CCO.CCO.CCO.CCO
Frontier orbital gap ... 7.047 eV

Computed, not measured: a 6-piece molecular cluster, C47H99F3N4O5S overall in a non-equilibrium geometry, with wB97M-V/def2-TZVPD.

Geometry as ORCA input:
```
! RIJCOSX wB97M-V def2-TZVPD def2/J DEFGRID3
* xyz 2 1
C -0.71317 0.47247 -0.44981
C 0.51952 -0.20834 0.11852
O 0.38290 -1.39452 0.53414
O 1.57090 0.48331 0.21241
H -0.65054 0.25187 -1.51668
H -0.79448 1.50109 -0.10560
H -1.61520 -0.03858 -0.10719
C 8.22543 -0.10455 4.36920
C 7.98411 -1.38839 3.60396
C 6.75473 -1.34413 2.73798
C 5.48061 -1.33838 3.57294
N 4.20680 -0.98952 2.84594
C 3.93906 -1.80988 1.54552
C 3.37329 -3.17329 1.99371
C 2.77807 -2.85369 3.36794
C 2.99003 -1.36855 3.63561
C 4.16482 0.52537 2.55864
C 4.37728 1.42067 3.78098
C 4.35006 2.88458 3.31429
H 9.19446 -0.11321 4.87613
H 7.57275 0.02310 5.23912
H 8.19785 0.81672 3.78361
H 7.95401 -2.17124 4.37388
H 8.87443 -1.71865 3.06561
H 6.71452 -2.14821 2.00204
H 6.73251 -0.40470 2.17051
H 5.53722 -0.68651 4.43737
H 5.33645 -2.36385 3.92294
H 3.16239 -1.39138 0.89913
H 4.91342 -1.63865 1.08921
H 2.67496 -3.55810 1.26027
H 4.20762 -3.85452 2.15868
H 1.72084 -3.12087 3.40730
H 3.21847 -3.53607 4.09672
H 2.11317 -0.90030 3.18771
H 3.10145 -1.10648 4.68444
H 3.16609 0.67188 2.14752
H 4.97804 0.65186 1.84523
H 5.36851 1.31188 4.22731
H 3.65716 1.08960 4.52978
H 4.51472 3.51425 4.19259
H 3.31147 3.14542 3.09149
H 5.07148 3.15309 2.55060
C 5.31509 6.68355 -3.73895
C 5.79964 5.22460 -3.89374
C 5.18094 4.33497 -2.80940
C 3.67472 4.09699 -3.06274
N 3.05223 3.15791 -2.05147
C 3.59029 1.74386 -2.25864
C 2.91626 1.12573 -3.44687
C 1.50817 1.73938 -3.45084
C 1.57413 2.86711 -2.40632
C 3.19893 3.53153 -0.57662
C 2.28635 4.71487 -0.25525
C 2.16237 5.01346 1.20633
H 5.43694 7.10141 -2.74006
H 4.27608 6.74347 -4.07044
H 5.85229 7.37275 -4.39276
H 6.87289 5.22977 -3.69494
H 5.64847 4.91171 -4.92469
H 5.48635 4.68767 -1.82284
H 5.73658 3.39038 -2.82240
H 3.55025 3.56341 -4.00004
H 3.17818 5.05938 -3.00311
H 3.46703 1.11667 -1.37698
H 4.66029 1.84225 -2.43777
H 2.87757 0.04238 -3.35440
H 3.41662 1.37025 -4.38385
H 0.77829 0.99456 -3.13803
H 1.23861 1.99970 -4.47244
H 1.18486 2.44585 -1.47833
H 0.97132 3.73302 -2.66433
H 4.26112 3.74532 -0.47302
H 2.92960 2.60824 -0.06306
H 1.29798 4.37613 -0.57577
H 2.53418 5.57935 -0.87283
H 3.17191 5.12886 1.61718
H 1.62279 4.22255 1.72692
H 1.65977 5.96026 1.39838
C -2.64461 3.64730 1.89298
C -3.93924 2.88642 2.21033
C -3.71647 1.65947 3.14515
C -3.12149 0.42964 2.47530
N -2.95357 -0.68861 3.48238
C -4.28864 -1.32504 3.80034
C -4.75719 -2.07036 2.57929
C -3.44920 -2.52854 1.92461
C -2.32269 -1.91328 2.73734
C -2.17468 -0.33338 4.72857
C -0.72602 -0.04169 4.38681
C 0.23556 -0.07258 5.57032
H -2.94452 4.52313 1.31904
H -1.95185 3.08219 1.26608
H -2.14296 3.87260 2.83547
H -4.31133 2.45535 1.27403
H -4.74400 3.54780 2.52011
H -4.75451 1.43939 3.42388
H -3.30392 2.02491 4.08543
H -2.14674 0.70830 2.07835
H -3.80934 0.11476 1.69476
H -4.17336 -2.02398 4.62380
H -5.05063 -0.56444 3.96996
H -5.24542 -3.00354 2.87018
H -5.47479 -1.58541 1.92235
H -3.27844 -3.60030 1.83035
H -3.39538 -2.18725 0.88621
H -2.00724 -2.63000 3.49529
H -1.48918 -1.53939 2.14392
H -2.28269 -1.22483 5.34715
H -2.64290 0.50536 5.23071
H -0.67513 0.92892 3.88010
H -0.32804 -0.68564 3.59775
H 1.23379 0.21219 5.24333
H 0.24037 -1.05047 6.05008
H -0.04153 0.68986 6.30158
C -0.47394 -2.93154 -2.21059
C -1.77212 -2.28154 -2.65384
C -2.79193 -3.32523 -3.17343
C -4.23467 -2.85450 -3.09679
N -5.18136 -3.52177 -4.15209
C -5.17622 -5.02571 -3.96749
C -4.37106 -5.51848 -5.21626
C -4.60509 -4.47209 -6.29564
C -4.73188 -3.13114 -5.53077
C -6.58769 -3.02474 -3.84980
C -7.16786 -3.37760 -2.49580
C -8.67848 -3.12430 -2.37182
H 0.25537 -2.20004 -1.86334
H -0.03133 -3.41337 -3.09678
H -0.43682 -3.73940 -1.47932
H -1.64976 -1.55567 -3.46119
H -2.12199 -1.69404 -1.79698
H -2.69417 -4.26785 -2.62250
H -2.43753 -3.56540 -4.17943
H -4.27073 -1.83192 -3.47818
H -4.67449 -2.85220 -2.10724
H -6.17511 -5.43842 -4.03229
H -4.55710 -5.26829 -3.11352
H -4.61972 -6.53487 -5.51136
H -3.33556 -5.50220 -4.87633
H -5.55495 -4.49977 -6.82419
H -3.72973 -4.48072 -6.94109
H -5.51837 -2.56201 -6.01978
H -3.82741 -2.53111 -5.54718
H -7.16356 -3.42387 -4.69088
H -6.58386 -1.95056 -4.00966
H -6.76142 -2.85633 -1.62781
H -7.13823 -4.43857 -2.22709
H -8.94748 -2.06597 -2.34241
H -9.11889 -3.64826 -1.52947
H -9.18666 -3.43859 -3.29136
C -3.73397 1.28379 -2.22888
F -2.90695 0.26176 -2.54778
F -3.65851 1.58484 -0.94500
F -3.35353 2.33131 -2.96630
S -5.45372 0.73255 -2.66977
O -6.27980 1.77481 -2.09116
O -5.38176 0.66201 -4.12748
O -5.58929 -0.59378 -2.05088
*
```

Computed properties:
HOMO level ... -12.04 eV
Energy above the lowest of the compared OMol25 structures with the same formula, charge and spin ... 29.8 kcal/mol
Total energy ... -85516.23598 eV
Frontier orbital gap ... 8.599 eV

Computed, not measured: a 7-piece molecular cluster, C47H99N2O17 overall in a non-equilibrium geometry, with wB97M-V/def2-TZVPD.

Geometry as ORCA input:
```
! RIJCOSX wB97M-V def2-TZVPD def2/J DEFGRID3
* xyz 1 1
C 3.17554 -0.44378 4.67489
C 2.16816 0.31102 5.59287
C 0.73256 -0.29088 5.56991
O -0.26595 0.56538 5.02378
C 0.07213 0.89962 3.73533
O -1.10745 1.31532 3.00367
C -1.05803 0.77888 1.73817
O -1.77002 -0.16402 1.47053
C -0.11827 1.32336 0.67994
C 1.21015 1.63477 0.95558
C 2.00402 2.11577 -0.01666
N 1.55830 2.32052 -1.25739
O 2.41144 2.83807 -2.17077
C 3.48250 1.91781 -2.53996
C 4.84355 2.24331 -1.90383
C 5.91230 1.57716 -2.81501
C 5.17132 3.75443 -1.83273
C 4.94836 4.42894 -0.46064
C 5.75132 5.77330 -0.51054
C 5.48993 3.62545 0.75220
C 0.29331 2.03303 -1.56947
C -0.12590 2.26918 -3.01390
C 0.26001 1.02944 -3.84062
C 0.43073 -0.29303 -3.09243
N 0.38929 1.12157 -5.10007
C -0.57521 1.54353 -0.61716
C -2.03783 1.24355 -0.94128
C -2.93321 2.32538 -0.26477
C -2.33660 3.74720 -0.32364
O -4.21961 2.29098 -0.86059
H 4.09797 -0.62741 5.23776
H 2.81403 -1.42779 4.36024
H 3.48290 0.15372 3.80744
H 2.55035 0.21598 6.61171
H 2.20235 1.36695 5.31523
H 0.45982 -0.53489 6.59712
H 0.79324 -1.25149 5.03514
H 0.52731 0.05421 3.18274
H 0.77988 1.74194 3.71805
H 1.64317 1.49959 1.93599
H 3.04415 2.34521 0.18726
H 3.59061 1.86086 -3.62728
H 3.20412 0.90928 -2.20940
H 4.90990 1.71523 -0.94578
H 6.88730 1.71376 -2.34117
H 5.95253 2.13448 -3.75972
H 5.69032 0.52776 -3.02993
H 4.48423 4.25130 -2.53239
H 6.16762 3.95064 -2.24135
H 3.89076 4.70196 -0.35708
H 5.79927 6.13688 -1.54361
H 6.78588 5.50904 -0.26398
H 5.34943 6.52827 0.16531
H 6.11277 4.23816 1.40458
H 4.63150 3.30672 1.36569
H 6.02755 2.71934 0.45938
H 0.34367 3.16775 -3.42061
H -1.20264 2.43267 -3.03861
H 1.32606 -0.25756 -2.45474
H 0.57353 -1.12113 -3.78720
H -0.42141 -0.46516 -2.42576
H 0.63279 0.18160 -5.42127
H -2.24622 0.23770 -0.57685
H -2.21501 1.24623 -2.01658
H -3.05259 2.07813 0.79808
H -1.68271 3.88872 0.54342
H -3.11776 4.50959 -0.24489
H -1.77316 3.93322 -1.24610
H -4.34859 3.11778 -1.33505
C -2.73447 -5.37971 -5.59401
O -3.61557 -4.40510 -5.05931
C -3.19380 -3.90668 -3.80019
C -2.54665 -2.54465 -3.93322
O -1.31352 -2.60769 -4.64823
C -1.44294 -2.17357 -5.99459
H -3.01384 -5.54868 -6.63275
H -1.69383 -5.04840 -5.55929
H -2.83725 -6.32231 -5.04696
H -2.51541 -4.61149 -3.30899
H -4.08850 -3.80759 -3.17680
H -2.31422 -2.16677 -2.93081
H -3.23263 -1.83731 -4.40877
H -1.55809 -1.08391 -6.03189
H -2.29157 -2.64732 -6.49079
H -0.53084 -2.44926 -6.52395
C -3.39630 1.04411 5.12544
O -4.53778 1.82572 4.80269
C -5.49359 1.10595 4.03646
C -6.65179 0.62907 4.88713
O -6.23653 -0.35096 5.82761
C -6.08183 0.17085 7.13735
H -2.81758 1.58310 5.87484
H -3.67649 0.06955 5.53446
H -2.77720 0.90682 4.24105
H -5.02226 0.26163 3.52153
H -5.87697 1.79465 3.27604
H -7.39488 0.15423 4.23878
H -7.13463 1.47209 5.39011
H -7.06200 0.36389 7.58472
H -5.49097 1.08981 7.13821
H -5.56476 -0.57800 7.73570
C 3.43718 6.72035 -5.97226
O 3.85900 5.50892 -5.36234
C 2.77720 4.67997 -4.97073
C 2.55251 3.54283 -5.94719
O 2.10645 4.02654 -7.20116
C 3.13423 4.06501 -8.17970
H 4.31004 7.18852 -6.42374
H 2.69175 6.54271 -6.74991
H 3.02668 7.39980 -5.21810
H 1.86107 5.26816 -4.84885
H 3.03905 4.26080 -3.99768
H 1.76228 2.88230 -5.56114
H 3.46348 2.94254 -6.06208
H 3.37153 3.05091 -8.51692
H 4.03786 4.54550 -7.79737
H 2.76534 4.63896 -9.02787
C -2.67214 -5.83676 1.49424
O -2.25282 -4.61076 2.07107
C -2.66862 -3.47763 1.32371
C -3.87271 -2.80596 1.95333
O -5.01859 -3.63758 1.88016
C -5.31633 -4.28441 3.11034
H -2.50003 -6.62616 2.22418
H -3.73375 -5.82118 1.23761
H -2.08122 -6.05453 0.59787
H -2.87835 -3.75217 0.28429
H -1.83279 -2.77125 1.32362
H -4.10531 -1.89548 1.39053
H -3.66330 -2.51484 2.98732
H -5.73203 -3.56515 3.82281
H -4.43129 -4.75803 3.54075
H -6.06239 -5.05240 2.91104
C -6.76735 -1.40220 -2.41484
O -5.94748 -2.46818 -1.96833
C -6.55619 -3.23928 -0.93069
C -7.12351 -4.53608 -1.46570
O -8.21986 -4.30869 -2.34073
C -7.86895 -4.43009 -3.70870
H -6.33108 -1.00399 -3.33103
H -7.78510 -1.73626 -2.62767
H -6.79279 -0.60435 -1.66433
H -7.32917 -2.65946 -0.41815
H -5.77441 -3.47028 -0.20569
H -7.50353 -5.12650 -0.62640
H -6.34468 -5.12247 -1.96439
H -7.72008 -5.48329 -3.96854
H -6.96508 -3.86319 -3.94597
H -8.69381 -4.03643 -4.30093
C 6.94705 -2.43152 4.45038
O 6.86817 -1.88773 5.75583
C 6.94561 -2.88128 6.77242
C 8.32360 -2.93431 7.39725
O 9.29778 -3.38844 6.46964
C 10.08231 -2.33699 5.93198
H 7.09185 -1.60837 3.75063
H 7.78213 -3.12795 4.35048
H 6.00995 -2.94294 4.20144
H 6.66303 -3.86185 6.37849
H 6.22047 -2.60560 7.54444
H 8.30900 -3.65231 8.22255
H 8.60092 -1.95810 7.80620
H 10.78908 -1.97115 6.68341
H 9.46161 -1.50946 5.57937
H 10.64345 -2.73747 5.08889
*
```

Computed properties:
HOMO level ... -10.41 eV
Total energy ... -88115.10547 eV
Frontier orbital gap ... 5.916 eV